# C32H26Br2N6NaO3S

C32H26Br2N6NaO3S as an isolated structure at a distorted geometry (ωB97M-V/def2-TZVPD, OMol25).

Total charge = -1
ΔE to the lowest compared entry with this formula, charge and spin = 91.7 kJ/mol
HOMO energy = -0.1516 Eh

Cartesian coordinates (Å):
1 Na 0.405 0.505 0.100
2 C 1.527 0.073 4.218
3 C 1.339 -0.266 2.768
4 N 0.191 -0.324 2.189
5 N -0.892 -0.095 2.986
6 C -2.045 -0.078 2.322
7 N -3.100 0.185 3.171
8 S -2.402 -0.310 0.650
9 C 2.546 -0.490 1.915
10 C 3.800 -0.063 2.344
11 C 4.892 -0.231 1.513
12 C 4.718 -0.830 0.274
13 C 3.438 -1.239 -0.063
14 N 2.381 -1.088 0.730
15 H 0.574 0.000 4.728
16 H 1.894 1.104 4.309
17 H 2.257 -0.595 4.689
18 H -2.924 0.032 4.152
19 H -4.004 -0.050 2.808
20 H 3.903 0.447 3.294
21 H 5.869 0.120 1.820
22 H 5.544 -0.971 -0.413
23 H 3.247 -1.714 -1.025
24 Br -0.285 -6.938 -1.574
25 C -0.268 -5.087 -1.166
26 C -0.404 -4.673 0.143
27 C -0.379 -3.304 0.374
28 N -0.239 -2.411 -0.599
29 C -0.115 -2.828 -1.842
30 C -0.125 -4.174 -2.192
31 C -0.031 -1.722 -2.861
32 C 0.038 -1.984 -4.223
33 C 0.017 -0.912 -5.094
34 Br 0.101 -1.231 -6.958
35 C -0.080 0.378 -4.626
36 C -0.130 0.536 -3.248
37 N -0.091 -0.479 -2.380
38 H -0.527 -5.380 0.953
39 H -0.468 -2.895 1.380
40 H -0.026 -4.513 -3.213
41 H 0.089 -2.993 -4.607
42 H -0.105 1.228 -5.293
43 H -0.187 1.533 -2.811
44 O -0.357 2.593 -0.596
45 C 0.405 3.552 0.193
46 C 1.511 2.713 0.962
47 O 1.835 3.087 2.102
48 O 1.972 1.770 0.260
49 C -0.600 4.290 1.066
50 C -1.338 5.336 0.506
51 C -2.367 5.950 1.214
52 C -2.675 5.516 2.497
53 C -1.958 4.465 3.056
54 C -0.927 3.854 2.351
55 C 1.225 4.478 -0.711
56 C 1.605 4.068 -1.986
57 C 2.410 4.876 -2.780
58 C 2.864 6.100 -2.302
59 C 2.505 6.507 -1.023
60 C 1.692 5.700 -0.235
61 H -1.228 2.970 -0.754
62 H -1.095 5.685 -0.492
63 H -2.923 6.764 0.763
64 H -3.476 5.991 3.054
65 H -2.206 4.105 4.050
66 H -0.375 3.031 2.788
67 H 1.281 3.097 -2.337
68 H 2.699 4.537 -3.770
69 H 3.497 6.728 -2.918
70 H 2.863 7.455 -0.633
71 H 1.429 6.013 0.769

# Br6Si2

A 2-piece molecular cluster, Br6Si2 overall at a distorted geometry (ωB97M-V/def2-TZVPD, OMol25).

ΔE to the lowest compared entry with this formula, charge and spin = 44.0 kJ/mol
HOMO energy (alpha / beta) = -0.3295 / -0.3135 Eh

Cartesian coordinates (Å):
1 Si 1.973 0.125 0.361
2 Si -2.145 -0.375 0.059
3 Br 2.163 -1.924 -0.326
4 Br 3.820 0.385 1.692
5 Br 2.102 1.846 -1.206
6 Br -2.842 0.926 1.769
7 Br -1.426 0.732 -1.656
8 Br -3.645 -1.715 -0.693

# C29H29F2LuN2O5

C29H29F2LuN2O5 as an isolated structure at a distorted geometry (ωB97M-V/def2-TZVPD, OMol25).

ΔE to the lowest compared entry with this formula, charge and spin = 51.8 kJ/mol
HOMO energy = -0.2837 Eh

Cartesian coordinates (Å):
1 Lu -0.013 0.125 0.229
2 C -0.545 0.854 2.658
3 C 0.879 0.890 2.592
4 C 1.339 -0.443 2.438
5 C 0.219 -1.303 2.419
6 C -0.948 -0.503 2.530
7 C -2.336 -0.992 2.831
8 C 0.285 -2.798 2.527
9 C 2.777 -0.867 2.509
10 C 1.784 2.036 2.954
11 C -1.466 1.925 3.174
12 H -2.450 -2.044 2.567
13 H -3.091 -0.412 2.300
14 H -2.539 -0.901 3.902
15 H 0.323 -3.098 3.576
16 H 1.185 -3.186 2.046
17 H -0.577 -3.287 2.070
18 H 3.079 -0.998 3.552
19 H 3.437 -0.122 2.063
20 H 2.946 -1.812 1.992
21 H 2.488 2.281 2.155
22 H 2.374 1.777 3.837
23 H 1.221 2.934 3.205
24 H -1.905 1.599 4.122
25 H -2.294 2.141 2.494
26 H -0.938 2.857 3.367
27 F -0.125 -0.666 -5.448
28 C -0.465 0.153 -4.433
29 C -0.197 -0.228 -3.133
30 C -0.512 0.597 -2.050
31 C -1.128 1.832 -2.358
32 C -1.396 2.173 -3.682
33 F -1.962 3.363 -3.994
34 C -1.073 1.352 -4.742
35 C -1.332 2.795 -1.253
36 C -2.278 3.821 -1.278
37 C -2.292 4.766 -0.268
38 C -1.354 4.680 0.748
39 C -0.500 3.594 0.746
40 N -0.501 2.651 -0.196
41 H 0.275 -1.196 -2.985
42 H -1.275 1.653 -5.760
43 H -2.986 3.891 -2.089
44 H -3.016 5.571 -0.285
45 H -1.300 5.418 1.536
46 H 0.229 3.462 1.532
47 O -0.258 -1.995 -0.238
48 C 0.580 -2.851 -0.546
49 C 1.959 -2.638 -0.856
50 C 2.711 -3.750 -1.255
51 C 4.018 -3.608 -1.634
52 C 4.624 -2.334 -1.646
53 C 3.919 -1.238 -1.256
54 C 2.563 -1.329 -0.820
55 O 1.947 -0.290 -0.422
56 N 4.781 -4.771 -2.039
57 O 5.940 -4.603 -2.378
58 O 4.235 -5.861 -1.991
59 H 0.246 -3.897 -0.611
60 H 2.257 -4.733 -1.271
61 H 5.652 -2.264 -1.971
62 H 4.365 -0.252 -1.261
63 C -3.316 -1.305 -0.509
64 O -2.625 -0.099 -0.171
65 H -3.054 -1.632 -1.517
66 H -4.395 -1.158 -0.434
67 H -3.005 -2.065 0.201
68 H -2.835 0.548 -0.853

# C15H35N5O5Tl

C15H35N5O5Tl as an isolated structure at a distorted geometry (ωB97M-V/def2-TZVPD, OMol25).

Total charge = +3
ΔE to the lowest compared entry with this formula, charge and spin = 4.0 kJ/mol
HOMO energy = -0.6468 Eh

Cartesian coordinates (Å):
1 Tl 1.004 0.549 -0.741
2 C -1.035 -1.577 3.319
3 C -0.967 -0.160 2.816
4 O -0.422 0.097 1.727
5 N -1.529 0.791 3.552
6 C -1.612 2.204 3.170
7 H -1.740 -2.148 2.716
8 H -1.392 -1.637 4.347
9 H -0.035 -2.000 3.271
10 H -1.796 0.571 4.501
11 H -2.661 2.498 3.265
12 H -1.246 2.351 2.164
13 H -1.092 2.816 3.906
14 C -3.123 1.558 -2.843
15 C -2.883 0.926 -1.505
16 O -1.771 0.919 -0.949
17 N -3.943 0.401 -0.897
18 C -3.858 -0.339 0.359
19 H -2.545 1.020 -3.596
20 H -2.724 2.570 -2.791
21 H -4.169 1.494 -3.119
22 H -4.820 0.375 -1.391
23 H -4.850 -0.724 0.577
24 H -3.510 0.296 1.169
25 H -3.202 -1.203 0.239
26 C -0.032 1.707 -5.314
27 C 0.021 2.540 -4.060
28 O 0.038 2.022 -2.927
29 N 0.017 3.874 -4.199
30 C 0.090 4.826 -3.110
31 H 0.468 0.769 -5.090
32 H 0.433 2.183 -6.173
33 H -1.081 1.512 -5.541
34 H -0.023 4.239 -5.143
35 H 0.557 4.343 -2.255
36 H -0.911 5.170 -2.849
37 H 0.761 5.629 -3.407
38 C -1.075 -3.755 -0.853
39 C 0.119 -3.260 -0.093
40 O 0.377 -2.059 0.066
41 N 0.924 -4.175 0.451
42 C 2.123 -3.854 1.202
43 H -0.745 -4.405 -1.666
44 H -1.683 -2.925 -1.193
45 H -1.709 -4.400 -0.236
46 H 0.577 -5.121 0.559
47 H 1.841 -3.403 2.166
48 H 2.684 -3.073 0.691
49 H 2.663 -4.773 1.394
50 C 3.245 -0.851 3.662
51 C 3.458 -0.465 2.225
52 O 2.485 -0.033 1.579
53 N 4.687 -0.539 1.731
54 C 5.079 -0.021 0.432
55 H 2.373 -1.498 3.750
56 H 3.026 0.067 4.209
57 H 4.089 -1.352 4.132
58 H 5.406 -0.878 2.352
59 H 6.142 -0.200 0.290
60 H 4.912 1.051 0.339
61 H 4.586 -0.544 -0.391

# C19H24N4O4S

An isolated molecule of C19H24N4O4S at a distorted geometry (ωB97M-V/def2-TZVPD, OMol25).

SMILES = COc1cc(OC)cc(C(=O)N[C@H](C(=O)Nc2nnc(C3CC3)s2)C(C)C)c1
ΔE to the lowest compared entry with this formula, charge and spin = 363.1 kJ/mol
HOMO energy = -0.3130 Eh

Cartesian coordinates (Å):
1 C -3.823 -3.458 -1.041
2 H -3.848 -4.346 -1.670
3 O -2.464 -3.238 -0.748
4 C -2.133 -2.189 0.051
5 C -3.042 -1.292 0.589
6 C -2.603 -0.249 1.407
7 C -1.254 -0.116 1.690
8 C -0.340 -1.004 1.126
9 C -0.770 -2.035 0.311
10 H -0.086 -2.753 -0.112
11 C 1.101 -0.742 1.408
12 O 1.486 -0.194 2.425
13 N 1.951 -1.125 0.421
14 H 1.559 -1.329 -0.487
15 C 3.324 -0.701 0.452
16 C 3.539 0.808 0.480
17 O 4.598 1.281 0.812
18 N 2.506 1.681 0.181
19 C 1.287 1.528 -0.406
20 N 0.955 0.663 -1.301
21 N -0.302 0.755 -1.707
22 C -0.978 1.701 -1.162
23 C -2.367 2.018 -1.453
24 C -3.275 0.911 -1.929
25 C -2.837 1.959 -2.889
26 H -2.102 1.686 -3.629
27 H -3.546 2.707 -3.210
28 H -2.829 -0.067 -2.015
29 H -4.292 0.918 -1.569
30 H -2.789 2.786 -0.818
31 S -0.036 2.631 0.003
32 H 2.718 2.624 0.492
33 H 3.744 -1.036 1.412
34 C 4.159 -1.326 -0.684
35 C 4.068 -2.849 -0.634
36 H 3.055 -3.185 -0.840
37 H 4.731 -3.284 -1.378
38 H 4.361 -3.219 0.345
39 C 3.747 -0.792 -2.054
40 H 4.356 -1.256 -2.826
41 H 3.895 0.284 -2.104
42 H 2.702 -0.999 -2.271
43 H 5.196 -1.029 -0.497
44 H -0.870 0.659 2.334
45 O -3.578 0.583 1.861
46 C -3.203 1.653 2.697
47 H -2.739 1.297 3.622
48 H -2.515 2.337 2.189
49 H -4.126 2.180 2.935
50 H -4.101 -1.363 0.404
51 H -4.405 -3.642 -0.132
52 H -4.259 -2.616 -1.587

# C22H29Cl10FeN8OP

C22H29Cl10FeN8OP as an isolated structure (ωB97M-V/def2-TZVPD, OMol25).

⟨S²⟩ = 0.78
Total charge = +1
ΔE to the lowest compared entry with this formula, charge and spin = 873.7 kJ/mol
Spin multiplicity = 2
HOMO energy (alpha / beta) = -0.3809 / -0.3809 Eh

Cartesian coordinates (Å):
1 Fe -0.575 0.860 -0.432
2 Cl 1.923 -0.472 -2.745
3 C 2.091 1.286 -2.022
4 C 1.314 1.640 -0.918
5 C 1.766 2.825 -0.313
6 Cl 1.052 3.398 1.170
7 C 2.794 3.623 -0.823
8 Cl 3.256 5.079 -0.039
9 C 3.446 3.252 -1.994
10 Cl 4.669 4.243 -2.669
11 C 3.101 2.043 -2.587
12 Cl 3.939 1.537 -4.001
13 C 0.925 0.342 3.923
14 N -0.503 0.145 3.686
15 C -1.384 -0.175 4.802
16 C -0.961 0.269 2.425
17 N -0.215 0.622 1.432
18 N -2.302 -0.016 2.246
19 C -3.007 0.025 1.067
20 N -4.325 -0.278 1.206
21 N -2.443 0.273 -0.060
22 H 1.142 0.105 4.959
23 H 1.221 1.377 3.736
24 H 1.515 -0.325 3.290
25 H -0.811 -0.115 5.721
26 H -1.783 -1.191 4.731
27 H -2.202 0.544 4.888
28 H 0.727 0.865 1.697
29 H -2.804 -0.346 3.051
30 H -4.774 -0.151 2.097
31 H -4.923 -0.148 0.407
32 H -3.094 0.308 -0.835
33 Cl -2.161 3.378 1.838
34 C -1.996 3.594 0.126
35 C -1.416 2.604 -0.650
36 C -1.538 2.748 -2.010
37 Cl -1.053 1.288 -2.863
38 C -2.062 3.848 -2.663
39 Cl -2.135 3.907 -4.371
40 C -2.529 4.886 -1.858
41 Cl -3.157 6.303 -2.586
42 C -2.521 4.747 -0.465
43 Cl -3.177 5.996 0.510
44 C 3.847 -0.877 -1.127
45 N 3.372 -1.184 -2.472
46 C 1.513 -0.735 -4.289
47 P 0.577 -2.255 0.353
48 O -0.174 -1.155 -0.725
49 N -0.863 -2.896 0.936
50 C -0.951 -3.231 2.342
51 C -2.012 -3.302 0.144
52 N 1.265 -3.201 -0.839
53 C 0.693 -3.640 -2.104
54 C 2.488 -3.918 -0.498
55 H 4.688 -1.555 -0.981
56 H 3.122 -1.067 -0.322
57 H 4.229 0.144 -1.007
58 H 0.444 -0.832 -4.395
59 H 0.392 -0.966 -1.488
60 H 2.155 -0.305 -5.038
61 H -0.064 -2.872 2.867
62 H -1.022 -4.312 2.496
63 H -1.839 -2.776 2.801
64 H -1.793 -3.246 -0.917
65 H -2.883 -2.668 0.344
66 H -2.287 -4.334 0.378
67 H -0.149 -3.013 -2.396
68 H 0.345 -4.677 -2.048
69 H 1.452 -3.566 -2.886
70 H 2.299 -4.989 -0.374
71 H 2.902 -3.534 0.435
72 H 3.223 -3.782 -1.293